The following is a DFT calculation (the ωB97M-V functional and the def2-TZVPD basis) of a 15-piece molecular cluster, C15H60N30O15 overall.

Output
E_HOMO = -9.29 eV
frontier orbital gap = 9.25 eV
E_LUMO = 0.0 eV
energy above the lowest of the compared OMol25 structures with the same formula, charge and spin = 401.0 kcal/mol

Bonds (Å) are listed after each position.
Geometry (Å):
1 C -9.113 0.651 2.242  O2 1.221, N3 1.317, N4 1.203
2 O -10.171 1.028 1.765  C1 1.221
3 N -8.843 0.712 3.530  C1 1.317, H5 1.010, H6 1.010
4 N -8.162 0.400 1.549  C1 1.203, H7 1.010, H8 1.010
5 H -7.859 0.551 3.687  N3 1.010
6 H -9.444 1.214 4.169  N3 1.010
7 H -7.308 0.053 1.960  N4 1.010
8 H -8.371 0.160 0.591  N4 1.010
9 C 1.911 9.402 5.968  O10 1.222, N11 1.313, N12 1.272
10 O 2.867 8.668 6.163  C9 1.222
11 N 1.855 10.678 6.275  C9 1.313, H13 1.010, H14 1.010
12 N 0.980 9.030 5.185  C9 1.272, H15 1.010, H16 1.010
13 H 2.618 10.673 6.937  N11 1.010
14 H 1.021 11.245 6.325  N11 1.010
15 H 1.120 8.121 4.767  N12 1.010
16 H 0.396 9.758 4.801  N12 1.010
17 C -2.191 -2.737 -8.382  O18 1.247, N19 1.300, N20 1.326
18 O -0.966 -2.729 -8.147  C17 1.247
19 N -2.847 -2.873 -9.497  C17 1.300, H21 1.010, H22 1.010
20 N -3.129 -2.631 -7.451  C17 1.326, H23 1.010, H24 1.010
21 H -2.205 -2.958 -10.271  N19 1.010
22 H -3.825 -2.630 -9.567  N19 1.010
23 H -4.015 -2.671 -7.935  N20 1.010
24 H -2.896 -2.697 -6.470  N20 1.010
25 C -0.893 7.244 -4.314  O26 1.232, N27 1.282, N28 1.309
26 O -0.351 7.130 -5.414  C25 1.232
27 N -1.973 7.931 -4.238  C25 1.282, H29 1.010, H30 1.010
28 N -0.456 6.852 -3.144  C25 1.309, H31 1.010, H32 1.010
29 H -2.330 8.352 -5.084  N27 1.010
30 H -2.458 8.073 -3.363  N27 1.010
31 H 0.490 6.499 -3.156  N28 1.010
32 H -0.908 7.026 -2.257  N28 1.010
33 C 9.369 -2.954 -0.940  O34 1.219, N35 1.279, N36 1.259
34 O 9.245 -2.412 -2.024  C33 1.219
35 N 9.725 -4.174 -0.795  C33 1.279, H37 1.010, H38 1.010
36 N 8.894 -2.479 0.125  C33 1.259, H39 1.010, H40 1.010
37 H 9.846 -4.530 0.142  N35 1.010
38 H 9.897 -4.727 -1.623  N35 1.010
39 H 8.511 -1.545 0.125  N36 1.010
40 H 8.416 -3.068 0.792  N36 1.010
41 C 4.536 -4.764 -5.294  O42 1.194, N43 1.348, N44 1.316
42 O 5.199 -5.556 -4.694  C41 1.194
43 N 3.844 -3.839 -4.599  C41 1.348, H45 1.010, H46 1.010
44 N 4.252 -4.854 -6.576  C41 1.316, H47 1.010, H48 1.010
45 H 3.042 -3.405 -5.033  N43 1.010
46 H 3.986 -3.720 -3.606  N43 1.010
47 H 4.896 -5.284 -7.224  N44 1.010
48 H 3.565 -4.276 -7.038  N44 1.010
49 C -2.387 2.679 8.215  O50 1.214, N51 1.315, N52 1.261
50 O -3.216 2.266 7.430  C49 1.214
51 N -1.305 1.959 8.420  C49 1.315, H53 1.010, H54 1.010
52 N -2.526 3.672 8.980  C49 1.261, H55 1.010, H56 1.010
53 H -0.827 2.208 9.274  N51 1.010
54 H -1.102 1.126 7.887  N51 1.010
55 H -1.700 3.996 9.462  N52 1.010
56 H -3.411 3.988 9.349  N52 1.010
57 C 4.227 -7.849 0.959  O58 1.170, N59 1.257, N60 1.240
58 O 3.979 -8.194 2.049  C57 1.170
59 N 4.121 -8.633 -0.018  C57 1.257, H61 1.010, H62 1.010
60 N 4.604 -6.694 0.711  C57 1.240, H63 1.010, H64 1.010
61 H 4.212 -8.392 -0.994  N59 1.010
62 H 3.657 -9.512 0.161  N59 1.010
63 H 4.864 -6.575 -0.258  N60 1.010
64 H 4.273 -5.894 1.232  N60 1.010
65 C -6.635 1.963 -4.509  O66 1.227, N67 1.284, N68 1.269
66 O -6.870 3.164 -4.417  C65 1.227
67 N -5.658 1.337 -3.959  C65 1.284, H69 1.010, H70 1.010
68 N -7.268 1.089 -5.176  C65 1.269, H71 1.010, H72 1.010
69 H -5.493 0.349 -4.094  N67 1.010
70 H -5.045 1.811 -3.312  N67 1.010
71 H -7.929 1.375 -5.884  N68 1.010
72 H -7.031 0.118 -5.025  N68 1.010
73 C 1.356 0.629 0.787  O74 1.288, N75 1.304, N76 1.280
74 O 2.549 0.161 0.662  C73 1.288
75 N 1.148 1.508 1.728  C73 1.304, H77 1.010, H78 1.010
76 N 0.376 0.297 0.033  C73 1.280, H79 1.010, H80 1.010
77 H 1.848 1.363 2.442  N75 1.010
78 H 0.342 2.114 1.779  N75 1.010
79 H -0.566 0.549 0.297  N76 1.010
80 H 0.582 -0.456 -0.609  N76 1.010
81 C -2.888 -3.615 4.003  O82 1.180, N83 1.254, N84 1.279
82 O -4.065 -3.697 3.979  C81 1.180
83 N -2.300 -2.509 4.053  C81 1.254, H85 1.010, H86 1.010
84 N -2.070 -4.593 3.898  C81 1.279, H87 1.010, H88 1.010
85 H -2.931 -1.887 4.540  N83 1.010
86 H -1.299 -2.395 4.125  N83 1.010
87 H -2.442 -5.321 4.491  N84 1.010
88 H -1.133 -4.332 4.169  N84 1.010
89 C 4.274 -2.810 6.011  O90 1.219, N91 1.268, N92 1.259
90 O 3.086 -2.843 5.743  C89 1.219
91 N 4.837 -3.729 6.680  C89 1.268, H93 1.010, H94 1.010
92 N 5.114 -1.981 5.573  C89 1.259, H95 1.010, H96 1.010
93 H 4.305 -4.551 6.931  N91 1.010
94 H 5.844 -3.782 6.622  N91 1.010
95 H 5.427 -1.336 6.284  N92 1.010
96 H 4.657 -1.530 4.793  N92 1.010
97 C -5.210 5.401 1.630  O98 1.231, N99 1.297, N100 1.247
98 O -4.178 4.804 1.324  C97 1.231
99 N -5.786 5.380 2.792  C97 1.297, H101 1.010, H102 1.010
100 N -5.918 6.060 0.842  C97 1.247, H103 1.010, H104 1.010
101 H -6.258 6.213 3.113  N99 1.010
102 H -5.341 4.922 3.574  N99 1.010
103 H -5.899 6.111 -0.166  N100 1.010
104 H -6.871 6.199 1.145  N100 1.010
105 C -1.321 -6.815 -2.521  O106 1.205, N107 1.305, N108 1.268
106 O -1.536 -5.630 -2.498  C105 1.205
107 N -0.742 -7.527 -3.450  C105 1.305, H109 1.010, H110 1.010
108 N -1.557 -7.558 -1.520  C105 1.268, H111 1.010, H112 1.010
109 H -0.703 -8.536 -3.437  N107 1.010
110 H -0.261 -6.986 -4.155  N107 1.010
111 H -1.137 -8.475 -1.474  N108 1.010
112 H -2.087 -7.174 -0.751  N108 1.010
113 C 5.513 4.065 -4.498  O114 1.168, N115 1.314, N116 1.293
114 O 5.479 4.943 -3.729  C113 1.168
115 N 5.249 2.823 -4.157  C113 1.314, H117 1.010, H118 1.010
116 N 5.608 4.157 -5.785  C113 1.293, H119 1.010, H120 1.010
117 H 4.948 2.507 -3.246  N115 1.010
118 H 5.214 2.151 -4.909  N115 1.010
119 H 5.857 3.359 -6.351  N116 1.010
120 H 5.585 5.061 -6.234  N116 1.010

These are the Löwdin partial charges, in e, on atoms 1 to 6:
1. C -0.87
2. O 0.02
3. N 0.17
4. N 0.19
5. H 0.10
6. H 0.12